# 1
Here is C34H61BeCl2CsF3LiN2O16S as an isolated structure from OMol25. Energies are from the ωB97M-V functional and the def2-TZVPD basis.

Values from the calculation:
* energy relative to the best compared isomer or geometry (same formula, charge and spin): 1294.9 kJ/mol
* frontier orbital gap: 1.2 eV
* HOMO level: -7.38 eV
* LUMO: -6.2 eV

Geometry (Å):
C 1.268 3.615 1.355
C 1.348 2.406 0.439
C 0.480 2.299 -0.952
C -0.923 3.157 -0.603
O -1.669 2.596 0.533
C -2.458 3.753 1.072
C -3.897 3.305 1.731
C -3.941 1.714 2.189
C -4.780 0.879 1.052
C -3.995 -0.426 0.436
N -4.057 -1.664 1.316
C -0.111 0.759 -1.241
C 0.329 -0.334 -0.104
O -0.458 -0.160 1.162
C -0.065 -1.874 -0.624
F 1.221 -2.419 -1.200
F -0.382 -2.730 0.544
F -1.080 -1.884 -1.703
O 1.020 2.961 -2.119
C 2.438 2.807 -2.382
C 3.066 1.298 -2.241
C 2.646 0.505 -3.654
O 3.136 0.849 -4.847
C 3.397 3.999 -1.703
C 4.423 3.470 -0.555
C 4.769 4.617 0.612
C 5.648 3.922 1.854
C 4.794 2.823 2.720
O 5.446 2.363 3.959
C 5.303 0.871 4.010
C 5.584 0.334 5.565
H 1.348 3.450 2.520
H 1.189 4.711 0.949
H 2.134 1.585 0.804
H -1.597 3.036 -1.575
H -0.680 4.302 -0.521
H -2.718 4.546 0.220
H -1.805 4.333 1.885
H -4.199 3.973 2.673
H -4.726 3.556 0.912
H -4.574 1.654 3.196
H -2.879 1.281 2.435
H -5.817 0.564 1.547
H -5.076 1.556 0.120
H -2.879 -0.160 0.183
H -4.519 -0.669 -0.606
H -3.736 -2.484 0.738
H -3.329 -1.569 2.087
H 0.226 0.335 -2.285
H -1.305 0.746 -1.268
H 1.482 -0.379 0.124
H 0.261 -0.005 1.854
H 2.553 3.045 -3.551
H 2.742 0.708 -1.285
H 4.260 1.270 -2.248
H 1.925 -0.414 -3.513
H 3.904 4.670 -2.550
H 2.620 4.729 -1.167
H 5.469 3.271 -1.090
H 4.099 2.517 0.036
H 3.718 4.958 1.024
H 5.379 5.529 0.146
H 6.096 4.715 2.593
H 6.538 3.353 1.301
H 4.693 1.857 2.027
H 3.678 3.204 2.878
H 4.213 0.510 3.748
H 6.052 0.315 3.295
H 5.008 -0.670 5.808
H 6.751 0.187 5.710
H 5.228 1.213 6.289
Be -2.635 -2.376 -2.447
Cl -4.388 -3.099 -4.648
N -4.257 -2.797 4.395
C -4.905 -3.778 5.101
C -4.042 -4.248 6.065
C -2.834 -3.522 5.941
C -2.996 -2.630 4.904
H -4.650 -2.277 3.621
H -5.921 -4.057 4.855
H -4.260 -5.030 6.782
H -1.942 -3.636 6.544
H -2.322 -1.895 4.485
C -6.380 -6.451 -7.330
S -5.888 -4.782 -7.825
O -6.472 -3.825 -6.829
C -6.920 -4.719 -9.310
H -5.880 -6.696 -6.390
H -7.462 -6.495 -7.186
H -6.074 -7.165 -8.098
H -7.968 -4.870 -9.044
H -6.596 -5.490 -10.013
H -6.802 -3.736 -9.773
C 3.746 -4.365 4.094
C 4.468 -3.172 4.697
O 4.780 -2.262 3.880
O 4.663 -3.246 5.943
H 3.607 -4.243 3.016
H 4.326 -5.277 4.267
H 2.762 -4.478 4.559
Li -1.465 -3.759 3.944
C -0.154 -2.077 8.367
O 0.183 -3.134 7.643
H -0.924 -1.405 7.952
H -0.568 -2.264 9.373
H 0.642 -1.352 8.606
Cs 0.695 -4.609 5.072
C 0.023 -1.707 -7.624
C -0.299 -1.900 -6.178
O -1.613 -2.424 -6.205
C -1.785 -3.003 -7.429
O -2.739 -3.699 -7.734
O -0.749 -2.705 -8.266
H 1.087 -1.845 -7.836
H -0.289 -0.725 -7.995
H 0.362 -2.628 -5.696
H -0.266 -0.963 -5.615
O 4.503 6.962 -2.050
Cl 4.176 7.535 -3.341
O 5.174 7.137 -4.314
O 4.152 8.981 -3.235
O 2.873 7.060 -3.764

Results of the Löwdin charge analysis, in e, for atoms 1 through 4: number 1, C, carries 0.0364; number 2, C, carries -0.0587; number 3, C, carries -0.3276; number 4, C, carries -0.1528

=====

# 2
Here is C24H20F3LiN4O9P2S as an isolated structure from OMol25. Energies are from the ωB97M-V functional and the def2-TZVPD basis.

Values from the calculation:
* energy relative to the best compared isomer or geometry (same formula, charge and spin): 68.3 kJ/mol
* frontier orbital gap: 7.6 eV
* HOMO level: -3.61 eV
* LUMO: 4.0 eV
* net charge: -2

Geometry (Å):
Li 0.703 -0.324 0.588
O 3.763 -1.108 1.202
P 3.385 0.459 1.071
O 4.658 1.188 0.915
O 2.246 0.635 0.112
O 2.764 0.732 2.573
P 1.417 0.177 3.273
O 1.743 -1.450 3.302
O 1.367 0.699 4.654
O 0.270 0.281 2.316
H 3.041 -1.653 1.534
H 2.419 -1.622 3.966
F 1.542 6.754 -0.125
C 0.279 6.380 0.160
F -0.020 6.904 1.362
F -0.507 7.026 -0.738
C 0.094 4.893 0.100
C -0.369 4.174 1.185
C -0.529 2.797 1.037
N -0.264 2.157 -0.091
C 0.205 2.855 -1.117
C 0.399 4.226 -1.079
H -0.589 4.648 2.130
H -0.841 2.174 1.865
H 0.453 2.286 -2.004
H 0.789 4.749 -1.942
O 1.401 -2.631 -1.990
C 0.659 -2.965 -1.088
N 0.291 -4.321 -0.908
C -0.445 -4.459 0.322
C -0.659 -2.962 0.678
O -1.401 -2.644 1.594
N 0.035 -2.165 -0.157
C -1.818 -5.090 0.128
C -2.433 -5.053 -1.118
C -3.723 -5.538 -1.284
C -4.415 -6.065 -0.205
C -3.808 -6.099 1.044
C -2.520 -5.613 1.209
C 0.357 -5.177 1.400
C 0.741 -6.497 1.166
C 1.496 -7.196 2.090
C 1.879 -6.580 3.276
C 1.499 -5.270 3.516
C 0.739 -4.566 2.589
H 1.000 -4.988 -1.170
H -1.884 -4.640 -1.954
H -4.189 -5.496 -2.261
H -5.423 -6.442 -0.332
H -4.340 -6.496 1.900
H -2.059 -5.619 2.187
H 0.428 -6.983 0.248
H 1.787 -8.220 1.887
H 2.474 -7.118 4.004
H 1.796 -4.775 4.432
H 0.458 -3.542 2.793
S -4.785 -0.176 0.683
C -4.194 -1.635 0.013
C -3.098 -1.369 -0.739
N -2.727 -0.055 -0.816
C -3.533 0.676 -0.117
H -4.610 -2.601 0.242
H -2.486 -2.108 -1.228
H -3.415 1.743 -0.007

Results of the natural (NBO) charge analysis, in e, for atoms 1 through 4: number 1, Li, carries 0.8835; number 2, O, carries -1.0309; number 3, P, carries 2.5461; number 4, O, carries -1.1607

=====

# 3
Here is C26H37BiN4O4PS as an isolated structure from OMol25. Energies are from the ωB97M-V functional and the def2-TZVPD basis.

Values from the calculation:
* energy relative to the best compared isomer or geometry (same formula, charge and spin): 28.0 kJ/mol
* frontier orbital gap: 8.0 eV
* HOMO level: -11.08 eV
* LUMO: -3.1 eV
* net charge: +1

Geometry (Å):
Bi -0.071 0.776 -0.508
C 3.767 6.824 -0.064
C 3.703 5.333 -0.172
C 3.077 4.732 -1.263
C 2.992 3.354 -1.356
C 3.552 2.577 -0.358
C 4.189 3.149 0.724
C 4.262 4.528 0.815
S 3.466 0.802 -0.486
O 3.201 0.456 -1.853
O 4.539 0.175 0.219
N 2.027 0.433 0.258
C 1.704 0.077 1.497
C 2.536 -0.158 2.603
C 1.947 -0.435 3.809
C 0.548 -0.508 3.907
C -0.205 -0.309 2.779
N 0.360 -0.035 1.600
H 4.133 7.261 -0.991
H 4.420 7.129 0.751
H 2.774 7.230 0.128
H 2.676 5.357 -2.049
H 2.531 2.871 -2.204
H 4.638 2.509 1.467
H 4.764 4.987 1.654
H 3.600 -0.073 2.464
H 2.555 -0.578 4.690
H 0.071 -0.706 4.852
H -1.282 -0.359 2.788
C -2.321 5.488 -0.712
N -1.335 4.752 0.052
C -0.594 5.372 1.016
C 0.359 4.728 1.704
C 0.630 3.321 1.461
O 1.439 2.656 2.066
N -0.152 2.772 0.449
C -1.096 3.446 -0.248
O -1.722 2.840 -1.123
H -1.908 6.453 -1.004
H -3.229 5.644 -0.125
H -2.559 4.906 -1.600
H -0.831 6.411 1.188
H 0.947 5.213 2.464
C -4.033 -0.039 2.517
C -4.038 0.628 1.147
C -3.864 2.135 1.305
P -2.729 0.016 -0.069
C -3.514 0.498 -1.717
C -4.932 0.013 -2.012
C -2.622 0.145 -2.905
C -2.690 -1.853 0.136
C -4.028 -2.556 -0.080
C -1.598 -2.479 -0.730
H -4.913 0.293 3.067
H -3.165 0.263 3.096
H -4.067 -1.124 2.463
H -5.002 0.422 0.672
H -2.928 2.353 1.818
H -4.683 2.547 1.891
H -3.855 2.629 0.338
H -3.536 1.590 -1.638
H -4.953 -1.047 -2.242
H -5.290 0.545 -2.892
H -5.631 0.214 -1.207
H -2.584 -0.929 -3.068
H -1.613 0.532 -2.791
H -3.041 0.594 -3.804
H -2.392 -1.978 1.185
H -4.260 -2.637 -1.138
H -4.844 -2.038 0.418
H -3.973 -3.568 0.319
H -1.835 -2.403 -1.788
H -1.514 -3.538 -0.491
H -0.626 -2.015 -0.551

Results of the Löwdin charge analysis, in e, for atoms 1 through 4: number 1, Bi, carries 1.8204; number 2, C, carries -0.0392; number 3, C, carries -0.2675; number 4, C, carries -0.0293

=====

# 4
Here is C8H16Cl8F8MgN4O16S8 as an isolated structure from OMol25. Energies are from the ωB97M-V functional and the def2-TZVPD basis.

Values from the calculation:
* frontier orbital gap: 8.6 eV
* HOMO level: -5.23 eV
* LUMO: 3.4 eV
* net charge: -2

Geometry (Å):
Mg 3.719 -18.719 -12.489
N 2.120 -20.277 -8.779
S 1.108 -21.312 -8.054
O 1.575 -22.655 -7.859
O -0.316 -21.119 -8.260
F 1.236 -20.640 -6.593
S 1.713 -20.589 -10.379
O 1.461 -21.936 -10.789
O 2.495 -19.791 -11.320
F 0.341 -19.828 -10.496
N 4.070 -17.068 -11.785
S 3.314 -16.501 -10.315
O 3.434 -15.111 -9.972
O 3.375 -17.511 -9.282
F 1.849 -16.758 -10.854
S 5.088 -15.852 -11.920
O 6.028 -15.777 -10.846
O 4.704 -14.619 -12.537
F 5.958 -16.591 -13.060
N 3.769 -19.730 -13.998
S 4.985 -19.810 -15.267
O 4.773 -19.071 -16.484
O 5.824 -20.987 -15.302
F 5.940 -18.783 -14.510
S 2.954 -20.921 -14.661
O 3.108 -22.233 -14.069
O 2.493 -20.848 -16.037
F 1.538 -20.523 -13.987
N 5.495 -19.579 -9.015
S 5.941 -20.259 -10.460
O 7.212 -20.874 -10.776
O 5.193 -19.735 -11.606
F 5.045 -21.564 -10.167
S 6.956 -19.180 -8.722
O 7.514 -18.129 -9.541
O 7.774 -20.189 -8.106
F 6.592 -18.246 -7.446
Cl 4.497 -15.938 -16.049
C 2.792 -16.204 -16.484
C 1.900 -15.985 -15.294
Cl 1.967 -17.156 -13.998
H 2.653 -17.189 -16.926
H 2.671 -15.420 -17.229
H 0.913 -15.935 -15.766
H 2.041 -14.980 -14.900
Cl 4.673 -21.385 -22.047
C 3.727 -20.542 -20.776
C 3.468 -21.380 -19.555
Cl 2.134 -22.531 -19.729
H 2.755 -20.313 -21.219
H 4.157 -19.556 -20.613
H 3.257 -20.683 -18.742
H 4.366 -21.923 -19.268
Cl 5.885 -23.715 -12.275
C 4.232 -24.378 -12.096
C 4.222 -25.368 -10.912
Cl 4.721 -24.521 -9.418
H 3.815 -24.723 -13.041
H 3.596 -23.521 -11.877
H 4.690 -26.346 -11.012
H 3.184 -25.666 -10.741
Cl -0.267 -22.805 -13.925
C -1.932 -22.718 -13.272
C -2.474 -21.298 -13.449
Cl -2.697 -20.879 -15.167
H -1.910 -22.895 -12.199
H -2.488 -23.427 -13.879
H -1.723 -20.550 -13.202
H -3.331 -21.180 -12.787

Results of the natural (NBO) charge analysis, in e, for atoms 1 through 4: number 1, Mg, carries 1.7730; number 2, N, carries -1.0310; number 3, S, carries 2.4229; number 4, O, carries -0.9072

=====

# 5
Here is C24H46CrN2O6P2S4 as an isolated structure from OMol25. Energies are from the ωB97M-V functional and the def2-TZVPD basis.

Values from the calculation:
* frontier orbital gap (alpha / beta): 6.4 / 6.3 eV
* 2S+1: 2
* HOMO level (alpha / beta): -3.82 / -3.78 eV
* LUMO (alpha / beta): 2.6 / 2.6 eV
* net charge: -1
* ⟨S²⟩: 0.760

Geometry (Å):
Cr -0.294 -0.238 0.004
C 0.620 2.455 3.626
C 0.508 1.132 4.362
C 0.946 1.242 5.814
O 1.343 0.169 3.741
P 0.728 -0.942 2.601
O -0.367 -0.008 2.049
C 2.541 -1.185 2.193
P 2.929 -0.114 0.814
O 1.737 0.334 0.046
O 3.628 1.185 1.383
C 4.961 1.427 1.855
C 5.482 0.342 2.778
C 5.885 1.690 0.679
O 4.108 -0.734 -0.042
C 4.123 -1.838 -1.000
C 3.038 -1.681 -2.042
C 4.071 -3.178 -0.290
O 0.247 -1.950 3.776
C -0.903 -2.797 3.636
C -1.993 -2.250 4.540
C -0.483 -4.210 3.980
H -0.014 3.216 4.091
H 0.322 2.336 2.585
H 1.658 2.802 3.652
H -0.534 0.797 4.331
H 1.962 1.644 5.871
H 0.939 0.258 6.284
H 0.281 1.905 6.373
H 2.691 -2.216 1.898
H 3.144 -0.908 3.052
H 4.852 2.349 2.430
H 5.558 -0.615 2.258
H 4.838 0.222 3.649
H 6.480 0.621 3.122
H 6.043 0.781 0.100
H 6.848 2.052 1.045
H 5.452 2.445 0.024
H 5.102 -1.719 -1.470
H 2.056 -1.784 -1.588
H 3.151 -2.464 -2.796
H 3.089 -0.709 -2.531
H 3.048 -3.416 0.005
H 4.714 -3.175 0.593
H 4.428 -3.955 -0.969
H -1.240 -2.766 2.598
H -1.677 -2.265 5.587
H -2.903 -2.848 4.441
H -2.219 -1.221 4.258
H -0.084 -4.253 4.997
H 0.287 -4.544 3.284
H -1.335 -4.890 3.907
S -0.747 2.067 -0.322
C -0.012 0.713 -2.857
C 0.156 0.582 -4.240
C 0.022 -0.659 -4.838
C -0.301 -1.767 -4.058
C -0.457 -1.616 -2.687
C -0.285 -0.385 -2.034
S 0.387 -2.338 0.782
H 0.374 1.458 -4.843
H 0.148 -0.759 -5.910
H -0.424 -2.741 -4.518
H -0.689 -2.492 -2.089
S 0.141 2.340 -2.174
C -5.739 -2.714 0.368
C -5.419 -1.484 1.204
N -5.042 -0.332 0.401
C -3.795 -0.096 -0.061
S -2.542 -1.207 0.234
N -3.587 1.022 -0.758
C -4.530 2.109 -0.918
C -5.510 1.891 -2.067
H -5.911 -3.576 1.015
H -4.899 -2.944 -0.288
H -6.631 -2.558 -0.243
H -4.599 -1.696 1.889
H -6.286 -1.183 1.797
H -5.763 0.328 0.167
H -2.596 1.257 -0.867
H -3.929 2.998 -1.110
H -5.063 2.299 0.022
H -4.963 1.754 -3.000
H -6.172 2.752 -2.175
H -6.127 1.003 -1.918

Results of the Löwdin charge analysis, in e, for atoms 1 through 4: number 1, Cr, carries 0.0459; number 2, C, carries -0.0437; number 3, C, carries -0.4971; number 4, C, carries -0.0591

=====

| no. | E_tot (eV) |
| --- | --- |
| 1 | -117138.761 |
| 2 | -87385.187 |
| 3 | -67672.684 |
| 4 | -261322.947 |
| 5 | -131247.567 |